1.
Entry from the OMol25 dataset: 10 unconnected molecules or ions with the total composition C25H68F6O23PS9 (ωB97M-V/def2-TZVPD).

2S+1: 2
E, a.u.: -7247.9205
Gap between HOMO and LUMO (alpha / beta), eV: 8.0 / 3.6
Maximum force, hartree/bohr: 0.0917

Last column: Löwdin spin population.
Cartesian coordinates (Å):
P  0.128  -0.358  0.299  0.00
F  -0.667  -1.776  -0.002  0.00
F  1.430  -0.873  -0.491  0.00
F  -0.557  0.237  -1.079  0.00
F  0.817  1.115  0.629  0.00
F  -1.216  0.003  1.109  0.00
F  0.676  -1.007  1.677  0.00
O  -1.058  0.100  -7.032  0.00
S  -2.422  0.607  -6.891  0.00
O  -3.523  -0.346  -6.722  0.00
O  -2.591  1.655  -5.641  0.00
C  -1.554  2.468  -5.267  0.00
C  -0.916  2.026  -3.964  0.00
C  -2.851  1.781  -8.296  0.00
H  -1.712  3.535  -5.111  0.00
H  -0.842  2.455  -6.092  0.00
H  -0.114  2.647  -3.566  0.00
H  -0.545  1.009  -4.088  0.00
H  -1.682  1.954  -3.192  0.00
H  -2.007  2.328  -8.717  0.00
H  -3.561  2.473  -7.845  0.00
H  -3.249  1.006  -8.952  0.00
O  -0.355  3.555  5.355  0.00
S  0.411  2.453  4.691  0.00
O  1.671  2.726  4.031  0.00
O  0.629  1.325  5.853  0.00
C  1.395  0.120  5.580  0.00
C  0.877  -0.843  6.651  0.00
C  -0.780  1.469  3.645  0.00
H  2.440  0.334  5.803  0.00
H  1.365  -0.289  4.570  0.00
H  -0.169  -1.040  6.417  0.00
H  0.928  -0.414  7.652  0.00
H  1.427  -1.783  6.631  0.00
H  -0.186  0.707  3.140  0.00
H  -1.242  2.112  2.895  0.00
H  -1.411  0.838  4.271  0.00
O  5.303  1.861  3.358  0.00
S  5.191  0.463  2.990  0.00
O  6.357  -0.210  2.406  0.00
O  4.578  -0.451  4.255  0.00
C  4.893  -1.851  4.167  0.00
C  4.063  -2.587  5.143  0.00
C  3.841  0.304  1.741  0.00
H  5.951  -1.956  4.410  0.00
H  4.690  -2.232  3.166  0.00
H  3.010  -2.351  4.989  0.00
H  4.204  -2.515  6.221  0.00
H  4.242  -3.640  4.926  0.00
H  3.682  -0.759  1.559  0.00
H  3.968  0.844  0.803  0.00
H  2.987  0.802  2.198  0.00
O  -6.443  -0.907  -0.762  0.00
S  -7.128  -0.497  0.495  0.00
O  -8.231  -1.338  0.949  0.00
O  -5.903  -0.425  1.702  0.00
C  -4.856  0.428  1.439  0.00
C  -4.528  1.283  2.614  0.00
C  -7.794  1.236  0.475  0.00
H  -5.031  1.032  0.548  0.00
H  -4.035  -0.259  1.237  0.00
H  -4.352  0.660  3.491  0.00
H  -5.323  2.012  2.766  0.00
H  -3.623  1.843  2.375  0.00
H  -8.196  1.579  1.428  0.00
H  -8.519  1.336  -0.333  0.00
H  -6.945  1.912  0.369  0.00
O  -2.014  -5.210  0.609  0.00
S  -3.460  -4.971  0.863  0.00
O  -4.476  -5.981  0.689  0.00
O  -3.487  -4.380  2.408  0.00
C  -2.716  -3.250  2.732  0.00
C  -2.928  -2.995  4.270  0.00
C  -4.067  -3.507  -0.089  0.00
H  -3.046  -2.371  2.178  0.00
H  -1.688  -3.426  2.417  0.00
H  -2.602  -3.899  4.784  0.00
H  -3.998  -2.856  4.428  0.00
H  -2.268  -2.173  4.546  0.00
H  -4.686  -2.837  0.507  0.00
H  -4.616  -3.848  -0.967  0.00
H  -3.105  -3.028  -0.275  0.00
O  1.893  1.879  -4.594  0.00
S  2.974  0.898  -4.338  0.00
O  3.745  0.297  -5.414  0.00
O  4.046  1.519  -3.250  0.00
C  5.406  1.073  -3.167  0.00
C  6.046  1.693  -1.955  0.00
C  2.332  -0.309  -3.217  0.00
H  5.890  1.336  -4.108  0.00
H  5.398  0.000  -2.973  0.00
H  5.795  2.752  -1.911  0.00
H  7.134  1.634  -1.930  0.00
H  5.561  1.258  -1.080  0.00
H  1.847  0.139  -2.350  0.00
H  3.236  -0.832  -2.906  0.00
H  1.595  -0.950  -3.702  0.00
O  2.060  -6.055  -3.846  0.00
S  2.684  -4.837  -3.286  0.00
O  2.205  -3.511  -3.681  0.00
O  2.559  -5.019  -1.619  0.00
C  2.635  -3.846  -0.827  0.00
C  2.209  -4.188  0.615  0.00
C  4.501  -4.910  -3.569  0.00
H  1.898  -3.160  -1.245  0.00
H  3.626  -3.400  -0.740  0.00
H  1.249  -4.689  0.491  0.00
H  2.285  -3.371  1.332  0.00
H  2.859  -4.967  1.013  0.00
H  4.984  -4.154  -2.950  0.00
H  4.667  -4.714  -4.628  0.00
H  4.889  -5.895  -3.308  0.00
C  -2.627  2.536  -0.651  0.00
S  -3.818  3.131  -1.980  0.00
O  -5.179  3.220  -1.336  0.00
C  -3.066  4.792  -2.262  0.00
H  -1.627  2.929  -0.839  0.00
H  -2.635  1.447  -0.677  0.00
H  -2.849  2.978  0.320  0.00
H  -1.978  4.808  -2.335  0.00
H  -3.244  5.453  -1.414  0.00
H  -3.561  5.211  -3.137  0.00
C  2.317  3.955  1.110  0.05
S  0.693  4.386  0.375  0.21
O  0.573  5.909  0.718  0.67
C  1.134  4.224  -1.390  0.04
H  3.128  4.587  0.748  0.00
H  2.491  2.953  0.718  0.00
H  2.413  3.952  2.196  0.00
H  2.049  4.807  -1.497  0.00
H  0.364  4.666  -2.023  0.00
H  1.335  3.192  -1.679  0.00



2.
Entry from the OMol25 dataset: a molecular structure, C20H37Cl2NOPRuS5 (ωB97M-V/def2-TZVPD).

Energy above the lowest of the compared OMol25 structures with the same formula, charge and spin, eV: 0.000
2S+1: 6
E, a.u.: -4261.7691
Gap between HOMO and LUMO (alpha / beta), eV: 7.2 / 5.8
Maximum force, hartree/bohr: 0.0113

Last column: Löwdin spin population.
Cartesian coordinates (Å):
Ru  0.319  0.515  1.573  3.17
S  3.804  -2.304  7.418  0.11
C  3.075  -1.803  6.046  0.01
S  3.872  -0.876  4.815  0.00
C  2.525  -0.698  3.718  0.15
C  1.329  -1.288  4.144  0.17
S  -0.127  -1.310  3.285  0.32
S  1.403  -2.095  5.689  0.01
S  2.759  0.102  2.253  0.35
Cl  -2.342  1.378  2.626  0.05
C  -3.144  2.326  1.356  0.00
Cl  -1.986  3.110  0.284  0.01
H  -3.744  3.088  1.839  0.00
H  -3.758  1.644  0.778  0.00
C  -2.573  -1.667  0.088  0.00
C  -2.204  -1.339  -1.368  0.02
C  -2.672  -2.484  -2.274  0.00
C  -3.007  -0.078  -1.721  0.00
P  -0.358  -0.932  -1.446  0.11
N  0.049  -0.044  -0.230  0.35
C  -0.002  0.014  -3.038  0.01
C  -0.457  1.471  -2.842  0.00
C  -0.631  -0.554  -4.315  0.00
C  1.521  0.084  -3.235  0.00
C  0.634  -2.538  -1.429  0.02
C  0.112  -3.431  -0.293  0.00
C  2.090  -2.213  -1.050  0.00
C  0.622  -3.339  -2.735  0.00
H  -3.664  -1.696  0.167  0.00
H  -2.198  -0.902  0.770  0.00
H  -2.198  -2.630  0.419  0.00
H  -3.760  -2.567  -2.188  0.00
H  -2.254  -3.445  -1.982  0.00
H  -2.440  -2.313  -3.325  0.00
H  -4.059  -0.266  -1.491  0.00
H  -2.950  0.177  -2.777  0.00
H  -2.672  0.782  -1.136  0.00
H  -1.536  1.591  -2.858  0.00
H  -0.049  2.070  -3.660  0.00
H  -0.077  1.862  -1.898  0.00
H  -1.718  -0.496  -4.306  0.00
H  -0.344  -1.588  -4.503  0.00
H  -0.283  0.042  -5.163  0.00
H  2.020  0.439  -2.333  0.00
H  1.728  0.793  -4.041  0.00
H  1.951  -0.871  -3.528  0.00
H  0.055  -2.885  0.650  0.00
H  0.818  -4.254  -0.159  0.00
H  -0.858  -3.874  -0.511  0.00
H  2.134  -1.613  -0.144  0.00
H  2.637  -1.699  -1.835  0.00
H  2.606  -3.158  -0.859  0.00
H  -0.383  -3.597  -3.070  0.00
H  1.163  -4.274  -2.566  0.00
H  1.129  -2.817  -3.545  0.00
C  1.122  4.816  3.433  0.00
C  2.416  4.409  2.725  0.00
C  1.886  3.493  1.641  0.01
O  0.835  2.759  2.282  0.07
C  0.265  3.552  3.341  0.01
H  0.645  5.637  2.897  0.00
H  1.276  5.130  4.464  0.00
H  3.068  3.845  3.395  0.00
H  2.974  5.256  2.329  0.00
H  2.610  2.771  1.268  0.00
H  1.470  4.060  0.800  0.00
H  0.301  2.955  4.254  0.00
H  -0.776  3.771  3.106  0.00



3.
Entry from the OMol25 dataset: a gas-phase ion, C2H3N3S (charge +2) (ωB97M-V/def2-TZVPD).

Energy above the lowest of the compared OMol25 structures with the same formula, charge and spin, eV: 3.107
Charge: +2
E, a.u.: -639.4731
Gap between HOMO and LUMO (alpha / beta), eV: 7.4 / 7.4
Maximum force, hartree/bohr: 0.0990

Last column: Löwdin charge in e.
Cartesian coordinates (Å):
C  -0.897  1.205  -0.542  -0.08
C  1.787  0.129  -0.674  -0.27
N  0.224  1.740  -1.243  0.29
N  1.228  1.020  -1.239  0.10
N  -0.663  0.087  0.050  0.26
S  3.339  -0.304  -0.401  1.33
H  -1.770  1.877  -0.978  0.22
H  -1.336  -0.251  0.808  0.18
H  3.049  -1.376  0.263  -0.03



4.
Entry from the OMol25 dataset: a gas-phase ion, C3H9N2OS (charge +1) (ωB97M-V/def2-TZVPD).

Energy above the lowest of the compared OMol25 structures with the same formula, charge and spin, eV: 2.220
Charge: +1
Structure (SMILES): C[C@@H]([NH3+])C(=O)SN
E, a.u.: -702.3428
Gap between HOMO and LUMO, eV: 8.0
Maximum force, hartree/bohr: 0.1115

Last column: Löwdin charge in e.
Cartesian coordinates (Å):
C  -1.338  -0.371  -1.043  -0.05
C  -0.353  -0.791  0.000  -0.35
N  0.378  -2.007  -0.611  0.24
C  0.594  0.237  0.319  -0.48
O  1.781  0.153  0.478  0.09
S  -0.395  1.994  1.040  0.83
N  0.805  2.985  1.561  -0.40
H  -1.919  -1.221  -1.460  0.11
H  -2.027  0.395  -0.642  0.09
H  -0.872  0.123  -1.911  0.11
H  -0.794  -1.162  0.916  0.17
H  1.065  -1.629  -1.232  0.16
H  -0.294  -2.640  -1.080  0.18
H  0.832  -2.506  0.174  0.19
H  1.673  3.156  0.997  0.09
H  0.865  3.285  2.494  0.02